[1]
This record from the Open Molecules 2025 dataset describes one molecule with the formula C5H13NO2S in a non-equilibrium geometry. The level of theory is ωB97M-V with the def2-TZVPD basis set.

The value obtained for the LUMO energy is 0.892 eV. The HOMO-LUMO gap comes out at 0.35795 hartree.

Atoms and positions in Å:
1 C 1.081 -2.358 -1.017
2 C -1.907 -0.757 1.131
3 C 1.247 3.438 -0.966
4 C -0.287 -2.354 -0.326
5 C -0.442 -1.077 0.596
6 N 0.277 2.545 -0.252
7 O -0.364 1.563 1.897
8 O -0.122 0.063 -0.159
9 S 0.636 1.255 0.612
10 H 1.284 -1.616 -1.798
11 H 1.373 -3.264 -1.640
12 H 1.893 -2.175 -0.310
13 H -2.071 -0.754 2.219
14 H -2.130 0.267 0.775
15 H -2.614 -1.364 0.599
16 H 2.277 3.354 -0.637
17 H 0.850 4.473 -0.727
18 H 1.123 3.243 -2.048
19 H -0.360 -3.238 0.192
20 H -0.945 -2.173 -1.164
21 H 0.173 -1.254 1.478
22 H -0.973 2.182 1.546

[2]
This record from the Open Molecules 2025 dataset describes C5H13NO3 as an isolated structure in a non-equilibrium geometry. The level of theory is ωB97M-V with the def2-TZVPD basis set.

The value obtained for the LUMO energy is -0.003 eV. The HOMO-LUMO gap comes out at 0.31677 hartree.

Atoms and positions in Å:
1 C -1.301 -1.146 0.123
2 C 0.141 -1.557 0.200
3 C 0.813 -1.820 -1.016
4 O -1.514 -2.460 -0.147
5 O -1.537 -0.212 -0.885
6 O -1.879 -0.718 1.326
7 H -0.184 -2.574 -1.145
8 H -2.488 -0.215 -1.056
9 H -2.339 -1.486 1.687
10 H 0.516 -1.886 1.163
11 H 0.598 -1.147 -1.841
12 H 1.836 -2.170 -0.956
13 C 1.445 1.602 -0.732
14 C -0.028 2.094 1.143
15 N 1.178 1.417 0.685
16 H 1.151 0.434 0.930
17 H 0.605 1.309 -1.379
18 H 2.328 1.029 -1.017
19 H 1.660 2.658 -0.912
20 H -0.216 1.835 2.185
21 H -0.920 1.839 0.557
22 H 0.136 3.174 1.086

[3]
This record from the Open Molecules 2025 dataset describes a 2-piece molecular cluster, C5H13NO3P overall in a non-equilibrium geometry. The level of theory is ωB97M-V with the def2-TZVPD basis set.

The total charge is +1. The value obtained for the LUMO energy is -3.684 eV. The HOMO-LUMO gap comes out at 0.35707 hartree.

Atoms and positions in Å:
1 C -0.435 -0.333 -0.585
2 C -2.242 1.487 1.829
3 C 0.725 -3.549 -1.286
4 C 2.120 1.681 -0.837
5 C -0.247 0.538 0.687
6 N -1.263 1.522 0.716
7 O -1.143 0.029 -1.479
8 O 0.178 -1.487 -0.468
9 O 0.173 -2.289 -1.628
10 P 1.613 1.054 0.892
11 H -2.901 2.365 2.127
12 H -3.076 0.711 1.751
13 H -1.784 1.175 2.764
14 H 1.717 -3.380 -0.953
15 H 0.733 -4.155 -2.234
16 H 0.230 -4.139 -0.578
17 H 1.423 2.358 -1.258
18 H 2.496 0.931 -1.465
19 H 3.079 2.363 -0.785
20 H -0.750 -0.654 1.563
21 H -0.745 2.390 0.755
22 H -1.739 1.694 -0.221
23 H 1.838 -0.312 0.695

[4]
This record from the Open Molecules 2025 dataset describes an isolated ion of composition C5H13NO5P and charge -1 in a non-equilibrium geometry. The level of theory is ωB97M-V with the def2-TZVPD basis set.

The total charge is -1. The value obtained for the LUMO energy is 3.689 eV. Its SMILES is C[C@H](O)C(N)([C@H](C)O)[P@](=O)([O-])O. The HOMO-LUMO gap comes out at 0.33165 hartree.

Atoms and positions in Å:
1 C 2.142 0.499 0.950
2 C 0.945 -0.339 1.243
3 O 1.301 -1.611 1.550
4 C -0.167 -0.267 0.114
5 N -1.097 -1.399 0.379
6 C -0.831 1.044 0.022
7 C -2.266 1.166 0.599
8 O -1.024 1.596 -1.298
9 P 0.633 -0.704 -1.544
10 O 1.397 -1.946 -1.274
11 O 1.249 0.345 -2.439
12 O -0.719 -1.169 -2.346
13 H 2.719 0.181 0.060
14 H 2.856 0.644 1.711
15 H 1.811 1.517 0.810
16 H 0.464 0.170 2.189
17 H 1.391 -2.179 0.791
18 H -0.769 -1.975 1.275
19 H -1.013 -1.996 -0.432
20 H -0.145 1.861 0.532
21 H -2.478 2.272 0.882
22 H -2.989 1.185 -0.212
23 H -2.658 0.544 1.456
24 H -0.175 1.468 -1.734
25 H -0.577 -0.908 -3.284

[5]
This record from the Open Molecules 2025 dataset describes an isolated ion of composition C5H13NOPS and charge +1 in a non-equilibrium geometry. The level of theory is ωB97M-V with the def2-TZVPD basis set.

The total charge is +1. The value obtained for the LUMO energy is -5.253 eV. The HOMO-LUMO gap comes out at 0.32083 hartree.

Atoms and positions in Å:
1 C 0.428 1.389 0.033
2 C 1.142 -0.030 -0.088
3 C 1.917 -0.225 -1.412
4 C 0.054 -1.952 1.023
5 C -1.474 2.402 0.998
6 N 0.057 -1.068 -0.092
7 O -0.860 1.205 0.621
8 P -1.255 -0.636 -0.967
9 S -2.269 -2.327 -0.669
10 H 1.064 2.047 0.657
11 H 0.381 1.957 -0.921
12 H 1.721 -0.227 0.787
13 H 1.590 -1.282 -1.907
14 H 2.969 -0.169 -1.273
15 H 1.337 0.442 -2.139
16 H 0.966 -1.876 1.603
17 H -0.785 -2.050 1.677
18 H 0.125 -2.990 0.629
19 H -2.374 2.668 0.355
20 H -0.678 3.157 1.194
21 H -1.761 2.007 1.987
22 H -2.295 -2.443 -2.098

[6]
This record from the Open Molecules 2025 dataset describes a 2-piece molecular cluster, C5H13NOS overall. The level of theory is ωB97M-V with the def2-TZVPD basis set.

The value obtained for the LUMO energy is 0.785 eV. Its SMILES is CCC(N)=O.CSC. The HOMO-LUMO gap comes out at 0.35142 hartree.

Atoms and positions in Å:
1 C 2.092 2.255 -2.235
2 C 1.849 1.761 -0.787
3 C 0.644 0.833 -0.721
4 N 0.882 -0.385 -0.146
5 O -0.445 1.173 -1.128
6 H 1.351 1.859 -2.933
7 H 3.106 2.019 -2.544
8 H 1.925 3.337 -2.287
9 H 2.742 1.242 -0.442
10 H 1.675 2.566 -0.088
11 H 0.158 -1.079 -0.028
12 H 1.685 -0.432 0.468
13 C -2.979 -1.334 0.603
14 S -1.779 -2.681 0.741
15 C -0.923 -2.052 2.219
16 H -3.600 -1.613 -0.248
17 H -3.589 -1.278 1.495
18 H -2.443 -0.400 0.457
19 H -0.079 -2.683 2.480
20 H -1.631 -2.098 3.046
21 H -0.640 -1.010 2.078